Molecular formula: C53H71IrN8O6P
Method: DFT, the ωB97M-V functional and the def2-TZVPD basis

Cartesian coordinates (Å):
1 Ir -0.75426 1.15007 -1.57178
2 O 2.51899 3.60474 0.04977
3 C 1.67144 2.57948 -0.00172
4 O 1.36027 2.10684 -1.11098
5 C 1.13990 2.14721 1.25404
6 C 1.00483 2.94995 2.38638
7 C 0.12270 2.57763 3.37567
8 C -0.82742 1.57292 3.05172
9 C -0.66245 0.80391 1.94403
10 N 0.52673 0.90709 1.22915
11 C -1.84573 0.14289 1.27752
12 O -2.70648 -0.39457 1.94968
13 O -1.91887 0.34059 -0.00833
14 H 2.72434 3.84245 -0.86641
15 H 1.53426 3.89583 2.41454
16 H 0.02413 3.15608 4.28572
17 H -1.74631 1.46714 3.61645
18 C -5.32796 1.01083 -2.52104
19 C -4.30698 2.09712 -2.82864
20 C -4.61417 2.78597 -4.16326
21 C -4.24416 3.11156 -1.71117
22 C -5.45890 3.63160 -1.28963
23 C -5.51749 4.61540 -0.32476
24 C -4.34486 5.06848 0.22813
25 C -3.09304 4.58630 -0.15455
26 C -1.95492 5.25793 0.61305
27 C -2.03794 4.78413 2.07185
28 C -0.52869 5.08451 0.10578
29 C -3.03109 3.59232 -1.15009
30 N -1.78475 3.17334 -1.75914
31 C -1.35727 4.02611 -2.72043
32 O -1.68067 5.19817 -2.86106
33 C -0.49964 3.37309 -3.76352
34 C -0.09439 4.00957 -4.92124
35 C 0.44562 3.23798 -5.94120
36 C 0.54412 1.86084 -5.78044
37 C 0.14374 1.32300 -4.57357
38 N -0.34362 2.07112 -3.60692
39 C 0.16998 -0.13403 -4.25600
40 O 0.33094 -0.94903 -5.14486
41 N -0.01848 -0.39993 -2.92813
42 C 0.22089 -1.75855 -2.52293
43 C 1.53140 -2.26120 -2.66225
44 C 1.74069 -3.62314 -2.47287
45 C 0.74629 -4.46301 -2.02162
46 C -0.52143 -3.95522 -1.81595
47 C -0.82432 -2.63086 -2.11297
48 C -2.29326 -2.28684 -2.19851
49 C -2.73737 -2.66082 -3.62183
50 C -3.14850 -2.98599 -1.14654
51 C 2.79644 -1.46694 -3.00031
52 C 3.23605 -1.67864 -4.45944
53 C 2.81098 0.01133 -2.61613
54 H -5.40535 0.33700 -3.36727
55 H -6.32260 1.42538 -2.33927
56 H -5.02966 0.44228 -1.63841
57 H -3.33673 1.61889 -2.92775
58 H -5.61330 3.23068 -4.13977
59 H -4.57896 2.06631 -4.98758
60 H -3.89688 3.58669 -4.36705
61 H -6.37707 3.27186 -1.74175
62 H -6.46909 5.03135 -0.01671
63 H -4.38495 5.85008 0.98019
64 H -2.17469 6.32890 0.59548
65 H -1.90991 3.69962 2.10726
66 H -3.00376 5.01977 2.52091
67 H -1.25126 5.24531 2.67444
68 H -0.27417 4.02887 0.05019
69 H 0.16271 5.56192 0.80695
70 H -0.38858 5.53434 -0.87807
71 H -0.25771 5.07502 -5.01155
72 H 0.75556 3.70091 -6.86941
73 H 0.89082 1.19429 -6.55825
74 H 2.72179 -4.03275 -2.69402
75 H 0.95558 -5.51164 -1.84003
76 H -1.30947 -4.62273 -1.48694
77 H -2.43805 -1.22127 -2.06351
78 H -2.61446 -3.73777 -3.76967
79 H -2.12817 -2.15380 -4.37438
80 H -3.77882 -2.41403 -3.79036
81 H -3.13039 -4.07170 -1.27253
82 H -4.18647 -2.66698 -1.23837
83 H -2.81788 -2.73825 -0.13551
84 H 3.56825 -1.92486 -2.39240
85 H 2.45773 -1.37057 -5.15319
86 H 3.45459 -2.73216 -4.65084
87 H 4.14399 -1.10221 -4.66462
88 H 2.30844 0.65093 -3.34385
89 H 3.84936 0.34995 -2.55413
90 H 2.33730 0.16699 -1.64494
91 N 1.30229 -0.24814 0.86320
92 P 1.56488 -1.26072 2.09879
93 N 0.31352 -2.22602 2.56899
94 C -0.66998 -1.95737 3.62708
95 C -1.05937 -3.28098 4.27540
96 C -1.68329 -4.20169 3.22295
97 C -0.72087 -4.41550 2.04868
98 C -0.26113 -3.07269 1.48515
99 N 2.70778 -2.38872 1.61778
100 C 4.06075 -1.88907 1.29197
101 C 4.82951 -2.91031 0.46170
102 C 4.89550 -4.26553 1.15660
103 C 3.47533 -4.72544 1.47327
104 C 2.79408 -3.67695 2.33699
105 N 2.08365 -0.51201 3.52460
106 C 2.30151 -1.39398 4.69619
107 C 2.89061 -0.61425 5.88076
108 C 2.51279 0.85896 5.79214
109 C 3.22341 1.45248 4.57348
110 C 3.22208 0.44095 3.41098
111 H -1.56482 -1.50758 3.19166
112 H -0.26196 -1.25563 4.34973
113 H -1.76626 -3.09439 5.08710
114 H -0.16588 -3.75266 4.70220
115 H -2.60167 -3.73613 2.84681
116 H -1.95405 -5.16044 3.66899
117 H -1.22554 -4.96310 1.24817
118 H 0.12821 -5.02066 2.37834
119 H -1.13519 -2.57608 1.06107
120 H 0.47254 -3.20123 0.69059
121 H 4.62646 -1.72225 2.21863
122 H 3.96608 -0.94386 0.75701
123 H 5.83220 -2.52245 0.26065
124 H 4.30618 -3.04088 -0.47796
125 H 5.46337 -4.18080 2.09086
126 H 5.41003 -4.99236 0.52496
127 H 3.48385 -5.67993 2.00608
128 H 2.90558 -4.85545 0.54714
129 H 3.39480 -3.56608 3.24821
130 H 1.80436 -3.99133 2.62877
131 H 2.96994 -2.22265 4.45062
132 H 1.34687 -1.82582 4.98874
133 H 3.98173 -0.68929 5.86733
134 H 2.55012 -1.06582 6.81309
135 H 2.80275 1.38656 6.70178
136 H 1.43034 0.95859 5.67596
137 H 4.26251 1.67901 4.82960
138 H 2.75746 2.38596 4.27465
139 H 4.16376 -0.11569 3.44938
140 H 3.18619 0.93606 2.44657

As for the HOMO-LUMO gap (spin up / spin down): 7.16 / 6.07 eV. As for the HOMO energy (spin up / spin down): -7.13 / -8.30 eV. The calculation puts the total energy at -3397.3142 hartree. The molar mass is 1139.4 g/mol. Its spin multiplicity is 6.

Atom charges from the Mulliken analysis, given in e for atoms 1 to 99: number 1, Ir, carries 4.742; number 2, O, carries -0.601; number 3, C, carries -0.631; number 4, O, carries -0.449; number 5, C, carries 0.376; number 6, C, carries -0.672; number 7, C, carries -0.649; number 8, C, carries -1.138; number 9, C, carries 1.274; number 10, N, carries 1.017; number 11, C, carries -0.239; number 12, O, carries -0.807; number 13, O, carries -0.736; number 14, H, carries 0.503; number 15, H, carries 0.290; number 16, H, carries 0.279; number 17, H, carries 0.481; number 18, C, carries -1.635; number 19, C, carries 1.778; number 20, C, carries -1.744; number 21, C, carries 1.369; number 22, C, carries -0.923; number 23, C, carries -1.397; number 24, C, carries -1.221; number 25, C, carries 0.492; number 26, C, carries 0.945; number 27, C, carries -1.716; number 28, C, carries -1.708; number 29, C, carries -0.692; number 30, N, carries 0.368; number 31, C, carries 0.184; number 32, O, carries -0.747; number 33, C, carries -0.138; number 34, C, carries -0.789; number 35, C, carries -0.720; number 36, C, carries -1.069; number 37, C, carries -0.436; number 38, N, carries 0.346; number 39, C, carries 0.347; number 40, O, carries -0.679; number 41, N, carries 0.717; number 42, C, carries -0.598; number 43, C, carries 0.638; number 44, C, carries -0.745; number 45, C, carries -1.472; number 46, C, carries -0.036; number 47, C, carries 0.745; number 48, C, carries 1.856; number 49, C, carries -1.730; number 50, C, carries -1.615; number 51, C, carries 0.868; number 52, C, carries -1.615; number 53, C, carries -1.522; number 54, H, carries 0.469; number 55, H, carries 0.325; number 56, H, carries 0.349; number 57, H, carries -1.003; number 58, H, carries 0.359; number 59, H, carries 0.436; number 60, H, carries 0.344; number 61, H, carries 0.289; number 62, H, carries 0.399; number 63, H, carries 0.468; number 64, H, carries 0.567; number 65, H, carries 0.289; number 66, H, carries 0.588; number 67, H, carries 0.491; number 68, H, carries -0.121; number 69, H, carries 0.651; number 70, H, carries 0.377; number 71, H, carries 0.596; number 72, H, carries 0.443; number 73, H, carries 0.637; number 74, H, carries 0.415; number 75, H, carries 0.423; number 76, H, carries 0.323; number 77, H, carries -0.958; number 78, H, carries 0.368; number 79, H, carries 0.288; number 80, H, carries 0.471; number 81, H, carries 0.484; number 82, H, carries 0.446; number 83, H, carries 0.158; number 84, H, carries 0.287; number 85, H, carries 0.265; number 86, H, carries 0.391; number 87, H, carries 0.437; number 88, H, carries 0.188; number 89, H, carries 0.584; number 90, H, carries -0.122; number 91, N, carries 0.087; number 92, P, carries -1.877; number 93, N, carries 1.303; number 94, C, carries -1.190; number 95, C, carries -1.055; number 96, C, carries -1.019; number 97, C, carries -0.617; number 98, C, carries 0.963; number 99, N, carries 1.089